A cluster of 5 separate species, C19H35N6O13S in total, computed with ωB97M-V/def2-TZVPD.

Last column: Mulliken charge in e.
Positions of all 74 atoms, in Å:
1 C 0.902476 -1.764934 2.902839  0.024
2 N 1.073569 -1.842779 1.678311  -0.401
3 N 1.858429 -0.758483 1.293819  -0.080
4 C 2.083958 -0.113151 2.351078  0.238
5 S 2.991023 1.372304 2.490643  -0.149
6 C 1.648291 2.575666 2.744760  -0.638
7 C 0.606457 2.487097 1.656236  -0.297
8 C -0.663503 3.306712 1.962706  -1.164
9 C -1.517492 2.556038 2.971831  -0.524
10 N -2.358280 1.508987 2.349480  0.226
11 C -3.057638 0.585013 2.960866  0.028
12 N -3.696405 -0.164535 2.086653  -0.272
13 N -3.387319 0.291134 0.894175  -0.496
14 N -2.588351 1.280496 1.051091  0.459
15 O 1.513125 -0.666829 3.436844  -0.306
16 H 0.337332 -2.428151 3.521675  0.496
17 H 2.114322 3.550839 2.765713  0.487
18 H 1.223950 2.380413 3.726293  0.368
19 H 0.280186 1.458905 1.491601  0.430
20 H 1.041267 2.805416 0.715232  0.165
21 H -0.392779 4.286830 2.325727  0.537
22 H -1.207270 3.376668 1.026726  0.372
23 H -2.191815 3.244680 3.468478  0.358
24 H -0.930764 2.065805 3.737680  0.422
25 H -3.111800 0.439894 4.018910  0.490
26 H -2.190742 1.790553 0.269711  0.250
27 C -2.411992 -3.551907 1.060544  -0.609
28 O -2.260917 -4.962492 0.978367  -0.338
29 C -1.983597 -5.404010 -0.254939  0.768
30 O -1.869063 -4.712183 -1.231663  -0.549
31 O -1.859633 -6.722642 -0.203055  -0.332
32 C -1.560907 -7.331523 -1.464038  -0.553
33 H -2.635486 -3.319168 2.100342  0.254
34 H -1.488481 -3.049029 0.769792  0.268
35 H -3.239403 -3.213520 0.437400  0.323
36 H -0.612742 -6.963892 -1.851152  0.288
37 H -2.359823 -7.146451 -2.179490  0.243
38 H -1.479401 -8.400762 -1.295177  0.222
39 C 3.242401 1.193393 -1.253456  -0.317
40 O 2.949015 1.268789 -2.648240  -0.342
41 C 2.388168 2.416542 -3.017667  0.795
42 O 2.098566 3.327576 -2.280446  -0.570
43 O 2.187348 2.381160 -4.329884  -0.338
44 C 1.584905 3.558571 -4.873254  -0.625
45 H 3.671848 0.214097 -1.067775  0.266
46 H 3.961839 1.959620 -0.968282  0.307
47 H 2.331496 1.292715 -0.667634  -0.002
48 H 2.218867 4.426691 -4.705444  0.298
49 H 0.599984 3.721477 -4.439520  0.286
50 H 1.483077 3.389761 -5.940819  0.227
51 C -3.642920 -5.292169 -5.207226  -0.678
52 O -3.480364 -6.707128 -5.305861  -0.275
53 C -3.205483 -7.141473 -6.537046  0.773
54 O -3.092159 -6.454218 -7.516056  -0.534
55 O -3.078732 -8.465933 -6.489278  -0.309
56 C -2.781843 -9.072628 -7.749528  -0.634
57 H -3.857403 -5.066260 -4.166210  0.199
58 H -2.727144 -4.779215 -5.495040  0.331
59 H -4.474690 -4.954830 -5.823065  0.318
60 H -1.834405 -8.705214 -8.138720  0.296
61 H -3.580598 -8.884003 -8.463888  0.296
62 H -2.706180 -10.140820 -7.569093  0.218
63 C 5.239138 5.749050 4.345455  -0.603
64 O 4.888863 6.996349 4.940163  -0.304
65 C 3.599539 7.304408 4.828386  0.831
66 O 2.755887 6.625565 4.293178  -0.556
67 O 3.401488 8.481336 5.408335  -0.324
68 C 2.052193 8.950113 5.367835  -0.613
69 H 6.303564 5.602997 4.501062  0.238
70 H 4.693425 4.936188 4.822689  0.261
71 H 5.034864 5.765305 3.276003  0.279
72 H 1.391168 8.262124 5.891723  0.282
73 H 1.722585 9.082409 4.339124  0.287
74 H 2.042913 9.910646 5.873469  0.225

Atoms 1-2, force components in eV/Å:
C -0.054 0.721 2.184
N 0.162 -0.732 -3.055

Computed properties:
net charge: +1
E_LUMO: -4.65 eV
Kohn-Sham gap: 7.4 eV
energy: -66654.2081 eV

=====

A structure of composition C19H36AlBBrCl2ILi2N2O8S, computed with ωB97M-V/def2-TZVPD.

Last column: Mulliken charge in e.
Positions of all 74 atoms, in Å:
1 C 4.726620 3.093580 2.475203  -0.406
2 C 4.136329 2.097700 1.881296  -0.220
3 B 3.475866 0.938209 0.892259  0.478
4 C 4.197843 0.908015 -0.557565  0.004
5 C 5.274739 -0.239941 -0.711467  -0.099
6 O 5.926476 -0.301793 -1.803942  -0.496
7 I 5.749202 -1.705331 0.809942  -0.152
8 O 3.021236 -0.299439 1.502120  -0.275
9 C 1.701987 -0.271844 2.043972  -0.001
10 S 0.860834 -1.929415 2.051941  -0.556
11 C 1.014135 1.025285 1.330788  -0.049
12 C -0.154709 0.812279 0.240650  -0.877
13 C -1.641654 1.086634 0.869591  0.167
14 C -2.424198 2.237449 0.048530  -0.525
15 C -3.895242 1.776674 -0.459599  0.478
16 O -4.180037 1.784353 -1.694408  -0.521
17 O -4.894242 1.322377 0.459696  -0.408
18 O 2.148337 1.601436 0.576360  -0.066
19 H 5.133921 4.057478 2.954183  0.347
20 H 3.378200 0.893767 -1.378302  0.268
21 H 4.739285 1.923425 -0.718081  0.254
22 H 1.869559 -0.036664 3.153619  0.366
23 H 0.344963 -2.122236 0.765132  0.426
24 H 0.745383 1.814443 2.138847  0.280
25 H -0.104280 -0.212638 -0.296858  0.353
26 H 0.031153 1.605255 -0.578462  0.245
27 H -2.227908 0.095864 0.855097  -0.189
28 H -1.466548 1.462697 1.941016  0.440
29 H -1.872327 2.575250 -0.907674  0.294
30 H -2.555788 3.126003 0.774719  0.309
31 H -4.475187 0.715283 1.132274  0.328
32 Li 3.580789 -3.287603 2.094720  0.402
33 Al -1.522617 -1.911806 0.786366  0.452
34 O -4.478890 -2.495767 1.712083  -0.786
35 H -5.056455 -2.925652 1.086535  0.211
36 Cl 4.055730 -4.058883 4.787294  -0.736
37 Br 1.802451 -4.664256 0.270304  -0.705
38 C 9.394704 -1.049186 -0.910730  -0.431
39 O 9.080107 -0.859750 -2.280844  -0.519
40 H 10.476377 -0.990613 -0.784945  0.269
41 H 8.917988 -0.266639 -0.314121  0.204
42 H 9.044938 -2.032889 -0.586514  0.187
43 H 8.117122 -0.915738 -2.361594  0.270
44 Li 1.124594 -4.350989 2.322453  0.826
45 C -7.771406 2.715690 0.047858  -1.343
46 C -8.270580 3.597736 1.189849  0.477
47 C -8.795735 2.802410 2.402530  -0.792
48 O -10.085632 2.226161 2.216284  -0.407
49 C -10.087177 1.009444 1.486121  -0.610
50 N -9.287471 4.522276 0.669507  -0.735
51 H -8.586349 2.286018 -0.539053  0.220
52 H -7.160496 3.303200 -0.644432  0.393
53 H -7.154191 1.898380 0.425344  0.261
54 H -7.415583 4.190216 1.535030  0.399
55 H -8.904154 3.497452 3.241887  0.374
56 H -8.076365 2.038994 2.725087  0.409
57 H -9.197459 0.406565 1.688391  0.270
58 H -10.174733 1.214336 0.417367  0.225
59 H -10.968628 0.437586 1.782641  0.268
60 H -9.540229 5.177606 1.407251  0.273
61 H -10.141486 3.981465 0.524505  0.321
62 C 4.625200 -4.791207 -4.608017  -1.183
63 C 5.440245 -3.518927 -4.400014  -0.452
64 C 6.599412 -3.708062 -3.419182  0.084
65 C 6.068181 -4.115436 -2.073421  0.243
66 N 5.649212 -4.436852 -1.011869  -0.451
67 H 4.150366 -5.122028 -3.680500  0.324
68 H 3.828615 -4.617148 -5.335812  0.353
69 H 5.255692 -5.604270 -4.981241  0.302
70 H 4.775562 -2.726742 -4.039949  0.229
71 H 5.839160 -3.190444 -5.364380  0.369
72 H 7.159300 -2.775149 -3.314427  -0.093
73 H 7.287407 -4.477412 -3.780492  0.375
74 Cl 1.818557 3.753727 -0.178734  0.055

Atoms 1-2, force components in eV/Å:
C -2.551 -3.265 -2.310
C 3.475 4.225 2.926

Computed properties:
E_LUMO: -6.41 eV
Kohn-Sham gap: 2.0 eV
energy: -161343.5144 eV

=====

A cluster of 2 separate species, C19H36BrFI2N4O4P in total, computed with ωB97M-V/def2-TZVPD.

Last column: Mulliken charge in e.
Positions of all 68 atoms, in Å:
1 C -0.457845 -0.025072 0.311660  -0.982
2 C 0.442317 0.379597 1.211219  -0.067
3 N 1.468921 -0.514641 1.699616  1.170
4 C 2.583693 0.174051 2.172013  -0.818
5 N 3.672102 0.346592 1.513709  0.036
6 C 3.924319 -0.121851 0.139349  -1.231
7 C 3.704583 -1.642461 -0.061171  0.770
8 C 4.978342 -2.331132 -0.574217  -1.345
9 Br 2.336805 -1.861322 -1.443661  -0.095
10 N 2.386435 0.623820 3.467644  -0.126
11 C 1.833484 -0.583731 4.147659  2.156
12 N 0.863809 -0.069243 5.087704  -0.345
13 C 2.869204 -1.392498 4.928477  -1.212
14 I 3.098699 -3.447027 4.491516  0.094
15 C 3.665893 -0.899690 5.888778  0.407
16 C 4.654596 -1.704355 6.691927  -1.422
17 I 3.683559 1.128957 6.445057  0.094
18 C 1.164830 -1.352097 2.907046  -0.987
19 C -0.289362 -1.803306 3.051821  -0.087
20 C -0.619177 -2.844896 1.986156  -1.388
21 F -0.407410 -2.428655 4.285978  -0.403
22 H -0.164074 -0.722601 -0.461632  0.152
23 H -1.475953 0.331568 0.398253  0.341
24 H 0.475177 1.415458 1.556402  0.280
25 H 4.409763 0.853334 1.991508  0.391
26 H 3.355478 0.473832 -0.570870  0.395
27 H 4.972064 0.093417 -0.061529  0.506
28 H 3.351749 -2.099514 0.858172  -0.073
29 H 4.949100 -3.386385 -0.309640  0.366
30 H 5.873808 -1.859765 -0.171453  0.407
31 H 4.997141 -2.285927 -1.660855  0.369
32 H 1.755647 1.416416 3.525916  0.330
33 H 0.558775 -0.760993 5.755697  0.309
34 H 0.080989 0.390851 4.642276  0.293
35 H 4.259000 -2.674657 6.978321  0.463
36 H 4.877854 -1.169793 7.613580  0.406
37 H 5.597645 -1.778478 6.147685  0.309
38 H 1.663902 -2.286586 2.655479  -0.033
39 H -0.991769 -0.970685 3.006540  0.485
40 H -0.076328 -2.641779 1.065270  0.295
41 H -0.292257 -3.806279 2.384345  0.440
42 H -1.690569 -2.892793 1.807366  0.348
43 O -2.207014 0.959761 -2.419524  -0.481
44 P -3.232198 1.530379 -3.301804  0.688
45 O -3.289281 0.784646 -4.712068  -0.278
46 C -3.492582 -0.638291 -4.755121  -0.258
47 C -4.840335 -1.074349 -4.216707  -0.922
48 O -2.655406 2.943039 -3.835114  -0.382
49 C -1.545662 3.582773 -3.208875  -0.253
50 C -0.268820 3.341388 -3.990114  -1.095
51 O -4.700213 1.969569 -2.972882  -0.321
52 C -5.463979 2.927686 -3.740655  -0.140
53 C -6.010027 2.402064 -5.046421  -0.988
54 H -2.686736 -1.129678 -4.204954  0.245
55 H -3.397327 -0.920192 -5.802086  0.331
56 H -4.931867 -0.858354 -3.149720  0.283
57 H -4.969759 -2.147310 -4.357636  0.412
58 H -5.651528 -0.555769 -4.723962  0.135
59 H -1.436191 3.244921 -2.178070  0.280
60 H -1.772008 4.649867 -3.176794  0.326
61 H -0.177678 2.291996 -4.270285  0.273
62 H 0.605105 3.627909 -3.402706  0.349
63 H -0.266740 3.923100 -4.912475  0.319
64 H -4.887527 3.837472 -3.890306  0.254
65 H -6.292982 3.195663 -3.086739  0.351
66 H -5.233135 2.296913 -5.802385  0.284
67 H -6.747512 3.109277 -5.427116  0.414
68 H -6.493535 1.435839 -4.914591  0.173

Atoms 1-2, force components in eV/Å:
C 0.350 0.041 0.336
C -0.066 0.095 -0.290

Computed properties:
net charge: +1
E_LUMO: -3.61 eV
Kohn-Sham gap: 7.8 eV
energy: -132680.9949 eV

=====

A cluster of 4 separate species, C19H36FO14P in total, computed with ωB97M-V/def2-TZVPD.

Last column: Mulliken charge in e.
Positions of all 71 atoms, in Å:
1 C -1.440257 -1.634458 1.835057  -0.558
2 C -0.951242 -0.202959 2.452100  -0.581
3 C 0.347243 0.362674 1.709519  0.203
4 F 0.244358 0.299963 0.278588  -0.318
5 C 1.737254 -0.284134 2.170135  -0.045
6 O 2.260180 0.226957 3.424444  -0.324
7 C 3.291392 -0.662394 3.913970  0.316
8 O 3.959911 -0.533912 4.964167  -0.574
9 C 3.448338 -1.856409 2.811186  -0.560
10 C 1.870457 -1.868269 2.378418  0.021
11 P 1.811996 -3.030630 0.889700  0.778
12 O 0.600900 -4.003907 0.984238  -0.712
13 O 3.192829 -4.062285 0.807931  -0.556
14 O 1.629296 -2.220387 -0.604309  -0.632
15 H -1.117702 -2.466314 2.557083  0.278
16 H -1.015602 -1.806748 0.776152  -0.040
17 H -2.596179 -1.654777 1.825344  0.280
18 H -1.814077 0.526155 2.198480  0.331
19 H -0.883479 -0.219371 3.590506  0.287
20 H 0.414303 1.487571 1.974987  0.179
21 H 2.416129 -0.094616 1.269444  0.170
22 H 3.861616 -2.771082 3.346440  0.403
23 H 4.155366 -1.335604 2.057352  0.365
24 H 1.384571 -2.315352 3.326537  0.318
25 H 3.020562 -4.772613 0.138466  0.351
26 H 0.812570 -2.595606 -1.027866  0.366
27 C -6.520948 3.299561 -1.060694  -1.106
28 C -5.044432 3.291561 -0.713319  -0.187
29 O -4.654318 2.030815 -0.155140  -0.340
30 C -4.478974 1.035602 -1.039831  0.753
31 O -4.610741 1.117205 -2.237431  -0.555
32 O -4.157162 -0.076881 -0.358214  -0.275
33 C -4.032864 -1.238973 -1.176450  -0.726
34 H -7.121141 3.011958 -0.193185  0.293
35 H -6.833534 4.290412 -1.396138  0.363
36 H -6.745255 2.582455 -1.853764  0.306
37 H -4.847086 4.047137 0.050458  0.299
38 H -4.424319 3.539670 -1.579605  0.309
39 H -3.344021 -1.069341 -2.006883  0.348
40 H -5.015269 -1.539191 -1.546620  0.326
41 H -3.633519 -2.044393 -0.558678  0.195
42 C 3.689923 7.594772 2.374460  -1.101
43 C 2.789452 6.744685 1.498474  -0.173
44 O 2.914953 5.355744 1.827012  -0.349
45 C 2.259344 4.960451 2.930741  0.731
46 O 1.582072 5.660803 3.644594  -0.557
47 O 2.508890 3.653462 3.119051  -0.264
48 C 1.943039 3.122854 4.317528  -0.307
49 H 4.721607 7.235760 2.327317  0.291
50 H 3.662513 8.639344 2.057936  0.358
51 H 3.384303 7.545798 3.422172  0.313
52 H 3.094802 6.848862 0.454864  0.290
53 H 1.745292 7.064549 1.562017  0.306
54 H 0.872899 3.335129 4.380258  0.328
55 H 2.466380 3.526795 5.186651  0.433
56 H 2.079816 2.040539 4.300278  -0.110
57 C -1.118097 -5.838346 -6.481154  -1.098
58 C -1.090687 -4.331405 -6.310286  -0.178
59 O -0.605133 -3.969885 -5.011292  -0.326
60 C 0.725970 -4.039010 -4.851164  0.672
61 O 1.527901 -4.363116 -5.693305  -0.556
62 O 1.011305 -3.709431 -3.579102  -0.207
63 C 2.393249 -3.831214 -3.245792  -0.451
64 H -1.680427 -6.306799 -5.668849  0.288
65 H -1.576600 -6.110811 -7.433778  0.357
66 H -0.110102 -6.258698 -6.453084  0.313
67 H -2.107264 -3.938966 -6.385388  0.289
68 H -0.499773 -3.846814 -7.092901  0.306
69 H 3.022658 -3.279776 -3.947550  0.325
70 H 2.678350 -4.885391 -3.220159  0.280
71 H 2.536217 -3.408969 -2.252120  0.051

Atoms 1-2, force components in eV/Å:
C -0.042 0.224 0.976
C -1.275 -0.070 -1.832

Computed properties:
SMILES: CC[C@H](F)[C@H]1OC(=O)C[C@@H]1P(=O)(O)O.CCOC(=O)OC.CCOC(=O)OC.CCOC(=O)OC
E_LUMO: 0.06 eV
Kohn-Sham gap: 10.5 eV
energy: -60958.3942 eV